Entry from the Open Molecules 2025 dataset: a cluster of 2 separate species, C3H6NOP in total (ωB97M-V with the def2-TZVPD basis set).

Geometry (Å):
C: 1.05161 -0.99906 2.75640
C: -1.07279 1.34038 -0.95119
C: 0.38113 -0.37843 -0.58166
N: 1.61867 0.00450 2.85110
O: -0.83395 0.13171 -0.77728
P: 0.33482 -2.09642 0.04856
H: 0.80450 -1.99776 2.49824
H: -2.00945 1.60286 -1.23148
H: -0.29874 1.99877 -0.73171
H: 1.26957 0.33565 -0.45827
H: 1.00009 -2.52259 -1.14422
H: -1.09049 -2.27759 -0.42434

E_HOMO (alpha / beta)	-7.36 / -7.46	eV
LUMO energy (alpha / beta)	0.416 / 0.746	eV
relative energy (zero: lowest compared OMol25 entry of this formula, charge and spin)	124.57	kcal/mol
E	-16028.804	eV
orbital gap (alpha / beta)	7.777 / 8.203	eV

Atom charges from the natural (NBO) analysis, given in e for atoms 1 to 8: C 0.054; C -0.073; C -0.275; N -0.321; O -0.359; P 0.231; H 0.239; H 0.160